(1)
The following is a quantum chemistry calculation of one molecule with the formula C6H4O, from the Open Molecules 2025 dataset.

2S+1   1
Energy relative to the best compared isomer or geometry (same formula, charge and spin)   48.8 kcal per mole
Electronic energy   -306.1338 a.u.
Maximum force   0.66 eV Å⁻¹
Orbital gap   0.3399 Eh
E_LUMO   0.0325 Eh

Each line ends with the natural charge from an NBO analysis.
Geometry (Å):
C1 -1.05331 -1.98771 -1.40874  -0.2150
C2 -1.27499 -1.06015 -0.66736  -0.0544
C3 -0.79347 -0.07727 0.25369  0.1502
C4 0.40319 -0.42179 0.81419  -0.2025
C5 1.25591 0.69221 0.65899  -0.3341
C6 0.47405 1.68110 0.14260  0.1254
O1 -0.77681 1.24303 -0.10799  -0.3840
H1 -0.68883 -2.76482 -2.04417  0.2377
H2 0.63008 -1.44139 1.09142  0.2327
H3 2.33035 0.68520 0.75053  0.2359
H4 0.67395 2.71179 -0.10168  0.2081

***

(2)
The following is a quantum chemistry calculation of one molecule with the formula C6H4O2, from the Open Molecules 2025 dataset.

2S+1   1
Energy relative to the best compared isomer or geometry (same formula, charge and spin)   59.1 kcal per mole
Electronic energy   -381.3850 a.u.
Maximum force   4.46 eV Å⁻¹
Orbital gap   0.3192 Eh
E_LUMO   0.0236 Eh

Each line ends with the natural charge from an NBO analysis.
Geometry (Å):
C1 0.71596 -0.07405 -0.60417  0.2969
C2 0.19109 0.76622 -1.64788  -0.4040
C3 -0.98233 1.16096 -1.24664  0.1526
C4 -0.23387 0.02012 0.45525  0.0701
C5 -0.41084 -0.70156 1.61575  -0.0795
C6 -0.23962 -1.37863 2.60527  -0.1888
H1 2.47673 -0.23453 -1.15519  0.4879
H2 0.72331 1.39242 -2.41315  0.2299
H3 -1.59009 1.92027 -1.69517  0.1972
H4 -0.28199 -2.06347 3.47508  0.2446
O1 1.81932 -0.74087 -0.61153  -0.6323
O2 -1.26561 0.76924 -0.04811  -0.3746

***

(3)
The following is a quantum chemistry calculation of one molecule with the formula C6H4O3S2, from the Open Molecules 2025 dataset.

2S+1   1
Energy relative to the best compared isomer or geometry (same formula, charge and spin)   9.5 kcal per mole
Electronic energy   -1253.1081 a.u.
Maximum force   8.02 eV Å⁻¹
Orbital gap   0.3014 Eh
E_LUMO   -0.0423 Eh

Each line ends with the natural charge from an NBO analysis.
Geometry (Å):
O1 -1.73254 1.83642 -2.22205  -0.5084
O2 -1.65466 1.95425 2.17228  -0.5089
O3 -1.99036 2.15932 -0.00986  -0.4262
S1 0.80711 -0.04635 -1.66015  0.3276
S2 0.98240 -0.04649 1.72654  0.3217
C1 -1.43972 1.58839 -1.04124  0.7112
C2 -1.39647 1.65456 1.02054  0.7264
C3 -0.30397 0.84102 -0.64584  -0.3024
C4 -0.23481 0.77766 0.70106  -0.2190
C5 0.73142 -1.53821 -0.64463  -0.5462
C6 1.47422 -1.46983 0.65869  -0.5157
H1 -0.30383 -1.75265 -0.40650  0.2250
H2 1.14692 -2.35214 -1.27483  0.2488
H3 1.40059 -2.38804 1.22321  0.2379
H4 2.51371 -1.21790 0.40277  0.2282

***

(4)
The following is a quantum chemistry calculation of one molecule with the formula C6H4S, from the Open Molecules 2025 dataset.

2S+1   1
Energy relative to the best compared isomer or geometry (same formula, charge and spin)   77.2 kcal per mole
Electronic energy   -628.9718 a.u.
Maximum force   3.41 eV Å⁻¹
Orbital gap   0.3068 Eh
E_LUMO   -0.0043 Eh

Each line ends with the natural charge from an NBO analysis.
Geometry (Å):
C1 -0.07514 -0.27897 1.49114  -0.0039
C2 0.78129 -0.96951 2.15822  -0.2261
C3 -1.24017 -0.26200 -0.65914  -0.1588
C4 -0.07293 -0.37502 -1.30177  -0.1890
C5 -0.62378 0.63503 0.47971  -0.3236
C6 0.71109 0.46158 -0.35032  -0.3469
S1 1.86306 -0.59821 0.62593  0.2876
H1 -2.16949 -0.76437 -0.73977  0.2214
H2 0.49117 -0.93682 -2.07374  0.2337
H3 -0.95891 1.71784 0.96253  0.2613
H4 1.29381 1.37044 -0.59279  0.2443

***

(5)
The following is a quantum chemistry calculation of C6H5AuCl2ErNO3 as an isolated structure, from the Open Molecules 2025 dataset.

2S+1   6
Energy relative to the best compared isomer or geometry (same formula, charge and spin)   6.0 kcal per mole
Electronic energy   -2581.2998 a.u.
Maximum force   6.14 eV Å⁻¹
Charge   +4
Orbital gap (spin up / spin down)   0.3792 / 0.1844 Eh
E_LUMO (spin up / spin down)   -0.5803 / -0.7621 Eh

Each line ends with the natural charge from an NBO analysis.
Geometry (Å):
Er1 -0.14673 1.06066 -2.74710  1.7874
Au1 -0.10247 0.32209 0.16536  0.8244
Cl1 1.71437 1.45180 -1.12335  -0.3651
Cl2 -0.99321 -1.22387 -2.82747  0.0551
C1 -1.60121 -0.73261 0.75396  0.4922
C2 -0.09734 3.65257 -2.82110  0.4042
C3 -2.34183 1.60003 -3.72105  0.3786
O1 -2.09067 -1.62040 1.29668  -0.2192
O2 -0.06953 4.79660 -2.98837  -0.2150
O3 -3.30676 1.82017 -4.30791  -0.1862
C4 1.53774 -2.43761 4.22344  -0.5358
C5 2.69532 -2.02439 3.29110  -0.5070
C6 2.21474 -1.19915 2.19208  0.5155
N1 1.64681 -0.53204 1.43707  -0.3695
H1 1.07463 -1.53459 4.62453  0.3631
H2 1.91005 -3.05536 5.05957  0.3265
H3 0.81252 -3.01741 3.64853  0.3646
H4 3.45113 -1.39440 3.77387  0.4574
H5 3.21849 -2.85014 2.81834  0.4287

***

(6)
The following is a quantum chemistry calculation of a 3-piece molecular cluster, C6H5BrNO2 overall, from the Open Molecules 2025 dataset.

2S+1   1
Energy relative to the best compared isomer or geometry (same formula, charge and spin)   62.8 kcal per mole
Electronic energy   -3010.8286 a.u.
Maximum force   4.73 eV Å⁻¹
Charge   -1
Orbital gap   0.2480 Eh
E_LUMO   0.0889 Eh

Each line ends with the natural charge from an NBO analysis.
Geometry (Å):
C1 -0.32505 0.34239 -0.16109  -0.1416
C2 -1.25213 1.28154 -0.60364  -0.2517
C3 -0.62841 -0.75842 0.72934  -0.3372
C4 -2.65902 1.22826 -0.37171  -0.0207
C5 3.90645 -1.37627 -0.39729  1.0554
C6 -1.84236 -1.11063 1.12910  0.0356
N1 -3.34468 0.53608 0.42461  -0.3896
O1 4.95750 -1.46746 -0.87837  -0.5569
O2 2.85346 -1.60658 0.02038  -0.5789
Br1 3.73195 1.32435 -0.16138  -0.9136
H1 0.69613 0.36902 -0.52166  0.2639
H2 -0.85091 2.17373 -0.94963  0.2153
H3 0.32165 -1.25652 1.06872  0.2628
H4 -3.12247 2.01429 -1.08830  0.1558
H5 -2.44211 -1.69378 1.76092  0.2015

***

(7)
The following is a quantum chemistry calculation of one molecule with the formula C6H5ClO, from the Open Molecules 2025 dataset.

2S+1   1
Energy relative to the best compared isomer or geometry (same formula, charge and spin)   24.2 kcal per mole
Electronic energy   -767.0103 a.u.
Maximum force   3.14 eV Å⁻¹
Orbital gap   0.3156 Eh
E_LUMO   0.0215 Eh

Each line ends with the natural charge from an NBO analysis.
Geometry (Å):
C1 1.91048 -0.11867 0.09745  0.2342
C2 1.73501 1.24306 0.09758  -0.3200
C3 0.35524 1.40292 -0.09193  -0.2685
C4 -0.24258 0.15209 -0.10237  0.2223
C5 -1.58793 -0.23587 -0.05061  -0.2367
C6 -1.98634 -1.52710 -0.00268  -0.3637
H1 2.52742 1.96695 0.15090  0.2407
H2 -0.13867 2.37115 -0.18668  0.2287
H3 -2.30226 0.58773 -0.07835  0.2213
H4 -1.35692 -2.34247 -0.08075  0.1992
H5 -3.01862 -1.73537 0.27734  0.1981
O1 0.72518 -0.76737 0.03259  -0.3980
Cl1 3.38000 -0.99704 -0.06249  0.0424

***

(8)
The following is a quantum chemistry calculation of one molecule with the formula C6H5F2PS, from the Open Molecules 2025 dataset.

2S+1   3
Electronic energy   -1170.8458 a.u.
Maximum force   2.50 eV Å⁻¹
Orbital gap (spin up / spin down)   0.2753 / 0.2211 Eh
E_LUMO (spin up / spin down)   0.0249 / -0.1010 Eh

Each line ends with the natural charge from an NBO analysis.
Geometry (Å):
C1 0.16034 0.90871 -0.13878  -0.2377
C2 -0.70108 0.21661 -0.90287  -0.2308
C3 0.58154 0.37674 1.12173  -0.2236
C4 -1.35133 -1.01283 -0.35715  -0.5501
C5 0.31020 -0.91042 1.44944  -0.2399
C6 -0.40299 -1.76140 0.54270  -0.2782
F1 -3.44750 0.39851 -1.22575  -0.5864
F2 -3.98398 -1.04765 0.52487  -0.5915
P1 -2.91857 0.14109 0.27378  1.4690
S1 0.15649 -3.34269 0.40662  0.3252
H1 0.58268 1.84201 -0.47656  0.2228
H2 -1.03290 0.58191 -1.86327  0.2342
H3 1.20853 0.98040 1.75973  0.2180
H4 -1.80617 -1.65659 -1.11299  0.2499
H5 0.78591 -1.37110 2.30221  0.2188

***

(9)
The following is a quantum chemistry calculation of a 2-piece molecular cluster, C6H5F3N4 overall, from the Open Molecules 2025 dataset.

2S+1   1
Energy relative to the best compared isomer or geometry (same formula, charge and spin)   74.1 kcal per mole
Electronic energy   -750.0765 a.u.
Maximum force   5.08 eV Å⁻¹
Orbital gap (spin up / spin down)   0.3230 / 0.3230 Eh
E_LUMO (spin up / spin down)   -0.0157 / -0.0157 Eh

Each line ends with the natural charge from an NBO analysis.
Geometry (Å):
C1 1.10773 1.68019 -1.22281  -0.0900
C2 -0.00125 1.22051 -0.56815  -0.1117
C3 1.56169 -0.21552 -0.50150  0.4524
C4 2.89500 -2.15380 -0.32148  0.0669
C5 -0.55392 -0.90897 0.65239  -0.3949
C6 3.48491 -2.18231 1.04546  0.9035
N1 2.09514 0.73539 -1.17366  -0.5052
N2 3.42370 -2.75697 -1.49095  -0.0261
N3 2.43438 -3.31025 -1.02417  -0.0272
N4 0.30237 -0.04198 -0.10417  -0.4103
F1 3.82474 -3.42155 1.45427  -0.3169
F2 4.57666 -1.42140 1.16021  -0.3049
F3 2.59975 -1.72268 1.94770  -0.3177
H1 1.27593 2.61111 -1.72180  0.2138
H2 -0.96053 1.66356 -0.40131  0.2172
H3 -0.43584 -0.73084 1.72328  0.2125
H4 -1.59027 -0.71887 0.37103  0.2161
H5 -0.30532 -1.94578 0.43976  0.2224

***

(10)
The following is a quantum chemistry calculation of an isolated ion of composition C6H5FNO2 and charge +1, from the Open Molecules 2025 dataset.

2S+1   1
Energy relative to the best compared isomer or geometry (same formula, charge and spin)   0.0 kcal per mole
Electronic energy   -536.3555 a.u.
Maximum force   1.05 eV Å⁻¹
Charge   +1
Orbital gap   0.3620 Eh
E_LUMO   -0.2009 Eh

Each line ends with the natural charge from an NBO analysis.
Geometry (Å):
O1 2.59195 0.69968 0.99078  -0.4312
C1 2.00210 0.51902 -0.00826  0.7139
O2 2.57149 0.53527 -1.25991  -0.1259
F1 3.86130 0.00852 -1.10236  -0.0692
C2 0.54078 0.21112 0.02068  -0.0023
C3 -0.39462 1.22669 0.14250  -0.2009
C4 -1.72488 0.87417 0.22904  0.1042
N1 -2.08419 -0.41577 0.19918  -0.4123
C5 -1.18888 -1.40872 0.06805  0.1013
C6 0.15534 -1.12174 -0.02570  -0.1995
H1 -0.09439 2.25884 0.18095  0.2747
H2 -2.49086 1.62384 0.34009  0.2584
H3 -3.06175 -0.66825 0.28222  0.4574
H4 -1.55289 -2.42206 0.05991  0.2574
H5 0.86951 -1.92062 -0.11716  0.2742